Entry 1:
C11H44O15 | ωB97M-V/def2-TZVPD

```
70
C11H44O15, DFT ωB97M-V/def2-TZVPD
O -11.50969 -1.00669 10.41388
O -12.28832 4.68663 5.99556
O -13.07684 3.28565 12.01900
O -13.20783 1.42560 9.87887
O -15.56991 3.16502 8.22493
O -11.60499 -0.32193 8.12337
O -6.92856 0.30179 7.74451
O -13.67500 5.31995 8.35241
O -16.46262 -2.15633 7.46418
O -10.46309 4.21949 12.47604
O -9.28008 -0.94079 8.75124
O -16.41090 1.73812 5.20825
O -10.05367 3.30159 4.35134
O -13.39272 -2.78618 9.35212
O -14.12252 1.08167 7.00624
C -11.45255 3.57966 6.36482
C -8.12604 1.00836 8.04120
C -10.23521 5.07336 11.34438
C -10.44517 4.34285 10.03282
C -8.81930 0.36492 9.21907
C -14.49868 -1.99092 8.89216
C -15.18710 -2.69915 7.75436
C -11.08334 2.76380 5.13153
C -11.10851 6.30498 11.41153
C -14.64741 0.23846 5.95072
C -16.14006 0.49000 5.84004
H -14.09915 -1.06128 8.49395
H -13.06099 2.48746 11.44385
H -12.23488 -1.58495 10.08942
H -14.04946 4.52014 8.75142
H -9.77132 3.51836 9.80781
H -7.83290 2.01903 8.31675
H -16.42972 3.09557 8.65964
H -10.82613 1.75491 5.50124
H -9.21092 2.92026 4.60225
H -12.55231 0.72570 9.73888
H -15.42728 2.30121 7.79560
H -12.03427 2.94065 7.02394
H -15.26909 -3.79088 7.93292
H -13.17156 4.99161 7.56527
H -13.60522 1.57014 9.01010
H -8.81121 0.99537 7.18866
H -15.12941 -1.82052 9.75780
H -10.82211 -0.20834 8.70064
H -11.22964 3.63384 12.27007
H -9.80728 -1.29743 9.49673
H -11.43936 -1.18445 11.36142
H -13.15881 -3.38663 8.63279
H -10.64218 7.16991 10.92328
H -15.71502 2.35629 5.48292
H -11.97239 2.59409 4.52353
H -11.46773 3.95852 9.93072
H -14.34172 -0.79626 6.10970
H -9.17365 5.33853 11.40425
H -13.21960 0.74070 7.17227
H -16.52928 -0.28360 5.17310
H -16.60087 0.39816 6.82590
H -10.38459 5.08902 9.22941
H -9.67918 0.92130 9.59709
H -11.26270 6.69646 12.42070
H -14.19962 0.51833 4.98570
H -7.19811 -0.51090 7.30017
H -14.47678 -2.69564 6.89982
H -11.70654 5.41532 5.74875
H -13.60076 3.02630 12.78711
H -8.10265 0.13571 10.00874
H -16.89424 -2.76638 6.85858
H -10.53744 3.94028 6.83544
H -11.73854 -1.27811 8.09404
H -12.09492 6.10620 10.98766
```

Computed properties:
- Strongest force on any atom: 1.7 eV/Å
- LUMO energy: -0.3 eV
- Spin multiplicity: 1
- E_HOMO: -9.15 eV
- Structure (SMILES): CC(C)O.OCCO.OCCO.OCCO.OCCO.O.O.O.O.O.O
- HOMO-LUMO gap: 8.88 eV

Entry 2:
C11H4Cl4NO3 | ωB97M-V/def2-TZVPD

```
23
C11H4Cl4NO3, DFT ωB97M-V/def2-TZVPD
Cl -2.66732 -0.09150 1.43932
Cl 2.66739 -0.09151 1.43929
Cl -2.70654 3.08129 1.72924
Cl 2.70660 3.08133 1.72925
O 0.00003 -1.08993 2.29918
O 0.00001 4.18741 2.00237
O 0.00000 1.09452 -1.63358
N 0.00000 -0.87682 -0.47719
C 1.25101 0.82629 1.60824
C -0.00001 -2.95440 -1.71182
C -1.25101 0.82631 1.60825
C 0.00000 -0.14926 -1.66825
C 0.00000 -2.18568 -0.53080
C -0.00002 -2.27278 -2.93956
C -0.00002 -0.90345 -2.92902
C -0.00003 2.97812 1.80054
C -1.25780 2.18414 1.68171
C -0.00004 0.02861 1.79467
C 1.25781 2.18413 1.68170
H -0.00002 -2.81541 -3.88614
H -0.00001 -4.04093 -1.63838
H 0.00000 -2.70881 0.42955
H -0.00002 -0.29165 -3.82857
```

Computed properties:
- Strongest force on any atom: 1.6 eV/Å
- LUMO energy: 1.4 eV
- Spin multiplicity: 1
- E_HOMO: -3.80 eV
- HOMO-LUMO gap: 5.25 eV
- Total charge: -1

Entry 3:
C11H56NO16 | ωB97M-V/def2-TZVPD

```
84
C11H56NO16, DFT ωB97M-V/def2-TZVPD
O -3.96508 -2.03929 1.53629
O 2.99492 3.37871 1.09129
O 4.45792 1.47771 -0.58171
O 4.10192 -2.42729 2.88629
O 0.51092 -2.13529 -5.57671
O -1.64808 -3.83729 -6.06771
O -4.25508 1.82371 -0.55671
O 0.57192 0.37671 5.49029
O 1.39592 6.81171 -4.45171
O -2.80308 0.12471 4.58029
O -2.23108 3.78471 1.52229
O 0.16992 -4.88829 4.02529
O 1.48592 6.80971 -1.33471
O 1.84292 -4.97629 1.16629
O -3.51708 0.49571 2.03329
O 2.89792 -4.44129 4.13829
N 0.02092 -0.44329 -0.05171
C -0.17308 0.15071 1.34629
C -1.07808 -1.47829 -2.20871
C -1.19508 -0.79229 -0.76271
C 0.33892 -2.19229 1.75929
C 0.92492 0.42871 -0.78771
C -0.45708 -0.98829 2.31729
C 0.82892 -1.59829 0.37529
C -2.37408 -1.90329 -2.79271
C 0.70192 3.38871 -3.20671
C 0.24392 1.64571 -1.53671
C 1.30192 2.53871 -2.19671
H -0.13408 -0.64329 3.40829
H -1.98908 4.08171 2.35929
H -3.99208 1.36271 0.24029
H 1.83192 -5.86529 1.39429
H -2.37008 -2.21829 -3.76771
H 0.85092 6.40171 -0.86971
H -2.99308 -2.42629 -2.16571
H 2.11892 6.89371 -5.12571
H -0.62808 1.45971 -2.09671
H 3.22992 -5.20129 3.80229
H -3.23508 0.35971 3.06129
H -0.23808 -2.71529 -5.64071
H -5.20008 1.91471 -0.47671
H 1.47092 4.08871 -3.85771
H -3.08408 1.00671 4.79429
H 3.65492 3.02871 0.37829
H 3.25692 -3.86129 3.50429
H -0.49108 -4.05829 4.17329
H -2.02708 0.49971 5.04329
H 4.73092 1.58471 -1.44171
H 0.70392 0.69471 1.65629
H -4.56508 -1.69529 0.85329
H -2.56208 -3.55229 -6.13671
H 2.51692 4.10771 0.95229
H 1.68492 -1.36129 0.84029
H 0.82792 -2.44129 -0.52671
H 1.21192 -2.67529 -5.11271
H -1.49008 -1.16529 2.35729
H -1.43608 4.17571 1.24329
H -1.96808 -0.01029 -0.86071
H 1.07492 -0.23129 -1.67771
H 2.01992 1.90771 -2.53771
H -2.80908 -0.97129 -2.86971
H -1.86708 -1.45129 -0.14771
H 4.21892 -1.88329 2.01929
H -0.15708 2.18271 -0.55271
H -4.03008 -0.25829 1.81129
H -1.01208 0.67071 1.44129
H -4.35608 -2.11229 2.42229
H -1.68208 -4.69629 -5.68171
H 0.51292 6.58871 -4.94071
H 3.79292 -1.62529 3.38829
H 1.39392 6.44271 -2.22271
H 0.63592 1.41971 5.77929
H 1.28692 0.05771 4.91429
H -0.55908 -0.91729 -2.69871
H 1.25092 -2.48729 2.16429
H -0.30608 -2.84929 1.43729
H 1.01192 -4.53729 4.28029
H -0.51308 -2.38429 -2.28271
H 1.12792 -4.87929 0.59629
H 1.86992 0.73371 -0.29271
H 4.61092 0.53371 -0.34171
H -0.02508 3.95671 -2.68571
H -0.02908 2.68871 -3.82471
H 1.75592 3.23571 -1.63471
```

Computed properties:
- Strongest force on any atom: 10.6 eV/Å
- LUMO energy: -2.9 eV
- Spin multiplicity: 1
- E_HOMO: -12.60 eV
- HOMO-LUMO gap: 9.73 eV
- Total charge: +1

Entry 4:
C11H5N10O6 | ωB97M-V/def2-TZVPD

```
32
C11H5N10O6, DFT ωB97M-V/def2-TZVPD
O 1.72330 3.82365 -2.65790
O -3.22611 1.00746 -2.59977
O -0.31253 4.75035 -3.05585
O 2.28787 -1.68969 -1.63750
O 3.56222 0.09588 -1.68835
O -2.98870 -1.19089 -2.00785
N 0.30743 3.75222 -2.74846
N -2.44924 2.12563 -2.73507
N -0.16092 -1.56419 0.31487
N -0.03035 0.43187 1.73233
N -0.12406 -2.24370 4.96182
N 2.28708 2.63282 -2.29091
N 2.43836 -0.44508 -1.66608
N -0.12513 -3.07213 2.02744
N 0.01760 -0.06641 4.12848
N -2.47038 -0.09530 -2.12315
C -0.10465 -0.85529 1.48059
C -1.20523 1.73489 -2.31653
C -0.00524 -0.32455 -1.56119
C 1.23501 1.77457 -2.13116
C 0.02506 2.43600 -2.41650
C 0.02902 0.75651 3.05430
C 1.21888 0.36446 -1.69151
C -0.14973 -2.87768 0.66515
C -1.17403 0.38185 -1.89500
C -0.08152 -1.38175 3.92801
C -0.11249 -1.83980 2.57091
H -0.05229 -1.41160 -1.57893
H -0.14251 -3.71172 -0.03698
H 0.09270 1.82226 3.26304
H -0.20276 -3.23606 4.80405
H -0.10665 -1.88457 5.90768
```

Computed properties:
- Strongest force on any atom: 3.9 eV/Å
- LUMO energy: 1.2 eV
- Spin multiplicity: 1
- E_HOMO: -4.45 eV
- HOMO-LUMO gap: 5.68 eV
- Total charge: -1